1.
The following is a quantum chemistry calculation of a structure of composition C26H37GeN4O2RhS, from the Open Molecules 2025 dataset.

## Properties
* total charge: 0
* max |F|: 0.0338 Eh/bohr
* energy: -3968.00924 Ha
* HOMO-LUMO gap (alpha / beta): 7.3 / 7.2 eV

Last column: Löwdin charge in e.
Element x y z (Å)
Rh: -0.055 0.727 -0.094  0.838
C: 2.063 3.624 2.140  -0.033
C: 0.917 3.505 1.171  -0.211
C: -0.263 2.910 1.609  -0.230
C: -0.419 2.526 3.057  -0.035
C: -1.333 2.719 0.708  -0.249
C: -2.720 2.405 1.225  -0.036
C: -1.120 2.932 -0.671  -0.259
C: -2.282 2.765 -1.618  -0.054
C: 0.107 3.486 -1.107  -0.204
C: 0.363 3.725 -2.576  -0.042
C: 1.070 3.869 -0.175  -0.189
C: 2.274 4.661 -0.630  -0.040
H: 1.838 4.296 2.972  0.093
H: 2.978 3.965 1.663  0.064
H: 2.278 2.641 2.572  0.080
H: -0.606 3.402 3.686  0.096
H: 0.485 2.046 3.431  0.075
H: -1.231 1.819 3.201  0.075
H: -2.925 1.332 1.236  0.091
H: -3.480 2.880 0.607  0.074
H: -2.847 2.777 2.239  0.077
H: -1.972 2.768 -2.659  0.057
H: -2.987 3.592 -1.492  0.094
H: -2.823 1.837 -1.431  0.073
H: -0.043 4.684 -2.912  0.097
H: -0.082 2.945 -3.192  0.066
H: 1.429 3.726 -2.791  0.071
H: 3.076 4.027 -1.023  0.074
H: 2.692 5.248 0.186  0.074
H: 1.997 5.363 -1.416  0.079
N: -3.963 -6.764 2.091  0.094
C: -3.039 -5.755 1.842  -0.321
C: -1.921 -5.999 1.041  -0.029
C: -0.979 -5.008 0.831  -0.064
C: -1.140 -3.769 1.430  -0.310
C: -2.243 -3.513 2.234  -0.057
C: -3.189 -4.499 2.437  -0.032
S: 0.059 -2.507 1.197  0.587
O: 0.271 -1.870 2.469  -0.318
O: 1.198 -3.082 0.520  -0.318
N: -0.656 -1.370 0.271  -0.157
C: -1.026 -1.620 -1.016  -0.482
N: -1.167 -2.840 -1.538  0.153
C: -1.498 -2.881 -2.826  -0.118
C: -1.703 -1.752 -3.604  -0.060
C: -1.570 -0.532 -2.957  -0.132
N: -1.245 -0.459 -1.678  0.035
H: -3.991 -7.510 1.416  0.087
H: -4.877 -6.463 2.384  0.087
H: -1.793 -6.973 0.583  0.110
H: -0.117 -5.182 0.201  0.111
H: -2.348 -2.544 2.706  0.116
H: -4.047 -4.306 3.071  0.109
H: -1.605 -3.873 -3.254  0.111
H: -1.960 -1.819 -4.650  0.095
H: -1.725 0.408 -3.476  0.105
C: 2.341 -1.093 -2.180  -0.212
Ge: 3.061 -0.353 -0.525  0.742
C: 4.127 -1.635 0.481  -0.212
C: 4.231 1.162 -0.970  -0.224
C: 1.563 0.247 0.584  -0.271
H: 3.110 -1.119 -2.954  0.019
H: 1.514 -0.473 -2.531  -0.001
H: 1.970 -2.104 -2.002  0.016
H: 4.977 -1.946 -0.131  0.021
H: 3.535 -2.509 0.755  0.004
H: 4.512 -1.161 1.386  0.022
H: 5.094 0.790 -1.529  0.019
H: 4.595 1.657 -0.067  0.017
H: 3.713 1.897 -1.591  -0.002
H: 1.546 -0.078 1.632  -0.013

2.
The following is a quantum chemistry calculation of a structure of composition C26H37MnN9O3S, from the Open Molecules 2025 dataset.

## Properties
* total charge: +2
* max |F|: 0.0859 Eh/bohr
* energy: -3280.06993 Ha
* HOMO-LUMO gap (alpha / beta): 3.5 / 4.7 eV
* spin multiplicity: 4
* <S²>: 3.865

Last column: Löwdin charge in e.
Element x y z (Å)
Mn: -0.325 -0.909 -0.435  0.935
N: 5.817 3.555 3.754  0.160
C: 4.944 2.787 3.059  -0.270
C: 5.491 1.534 2.657  0.010
C: 4.593 0.630 2.149  -0.050
C: 3.246 0.902 1.915  -0.307
C: 2.778 2.232 2.195  -0.040
C: 3.624 3.153 2.757  -0.006
S: 2.008 -0.256 1.674  0.645
O: 2.489 -1.630 1.715  -0.303
O: 0.930 0.078 2.548  -0.265
N: 1.377 -0.070 0.129  -0.132
C: 2.043 -0.285 -1.048  -0.500
N: 3.318 -0.166 -1.151  0.195
C: 3.808 -0.285 -2.369  -0.078
C: 3.008 -0.422 -3.465  -0.011
C: 1.635 -0.664 -3.243  -0.055
N: 1.200 -0.697 -2.021  0.102
H: 6.638 3.088 4.047  0.100
H: 5.567 4.337 4.269  0.093
H: 6.466 1.256 2.921  0.107
H: 4.953 -0.289 1.820  0.100
H: 1.721 2.494 2.154  0.110
H: 3.320 4.113 3.046  0.105
H: 4.909 -0.161 -2.512  0.149
H: 3.510 -0.460 -4.415  0.117
H: 1.056 -0.844 -4.128  0.129
C: -3.260 -4.806 -2.854  -0.023
N: -2.977 -3.389 -2.702  -0.115
C: -4.011 -2.449 -3.163  0.008
C: -1.985 -2.905 -1.950  -0.346
N: -1.775 -1.691 -1.677  0.116
N: -1.117 -3.966 -1.457  0.190
C: -0.084 -3.819 -0.625  -0.420
N: 0.537 -4.983 -0.412  0.207
N: 0.405 -2.679 -0.120  0.076
H: -4.237 -4.877 -3.313  0.104
H: -3.384 -5.357 -1.952  0.094
H: -2.572 -5.346 -3.530  0.119
H: -4.926 -2.448 -2.536  0.131
H: -4.251 -2.684 -4.177  0.099
H: -3.568 -1.482 -3.334  0.083
H: -2.471 -1.086 -2.081  0.076
H: -1.308 -4.867 -1.846  0.123
H: 0.086 -5.810 -0.708  0.114
H: 1.376 -4.991 0.217  0.174
H: 1.188 -2.754 0.476  0.050
C: -1.712 2.984 -2.074  -0.049
C: -0.736 3.398 -0.978  -0.333
C: 0.653 2.881 -1.311  -0.041
C: -1.115 2.922 0.413  -0.116
C: -1.274 3.825 1.392  -0.022
C: -1.918 3.491 2.606  -0.024
C: -2.256 2.194 2.919  0.004
C: -2.106 1.132 1.968  -0.126
C: -2.786 -0.182 2.228  -0.319
C: -1.856 -1.367 2.216  -0.046
C: -3.863 -0.332 1.126  -0.027
C: -1.499 1.595 0.810  -0.119
O: -1.274 0.593 -0.227  -0.190
H: -1.445 3.559 -2.923  0.079
H: -2.736 3.280 -1.931  0.084
H: -1.864 1.930 -2.247  0.061
H: -0.640 4.405 -1.213  0.121
H: 0.572 1.798 -1.416  0.045
H: 1.359 3.053 -0.521  0.078
H: 0.995 3.388 -2.179  0.084
H: -1.032 4.876 1.274  0.131
H: -2.153 4.293 3.344  0.134
H: -2.746 1.949 3.845  0.119
H: -3.267 -0.148 3.221  0.154
H: -1.042 -1.367 1.505  0.010
H: -2.334 -2.332 2.144  0.093
H: -1.410 -1.395 3.211  0.107
H: -3.351 -0.559 0.190  0.051
H: -4.406 0.572 0.944  0.090
H: -4.550 -1.071 1.393  0.068

3.
The following is a quantum chemistry calculation of a cluster of 3 separate species, C26H38BF3IN2O8PS in total, from the Open Molecules 2025 dataset.

## Properties
* total charge: 0
* max |F|: 0.0571 Eh/bohr
* energy: -3086.69882 Ha
* HOMO-LUMO gap: 9.3 eV

Last column: Löwdin charge in e.
Element x y z (Å)
C: 4.855 -1.125 0.212  -0.057
C: 3.767 -0.606 -0.709  -0.222
O: 2.424 -0.952 -0.305  0.060
B: 1.870 0.095 0.402  -0.667
O: 2.457 0.468 1.591  0.175
C: 0.552 0.857 -0.125  -0.246
C: -0.555 -0.248 -0.005  -0.093
C: -0.532 -0.972 1.331  -0.214
C: -0.768 -0.419 2.578  -0.049
C: -0.753 -1.193 3.706  -0.093
C: -0.523 -2.539 3.613  -0.121
C: -0.270 -3.119 2.395  -0.079
C: -0.280 -2.321 1.279  -0.081
C: 0.137 2.049 0.802  -0.083
C: 0.303 3.479 0.223  -0.374
C: -0.767 4.354 0.980  -0.182
C: -0.783 4.125 2.481  -0.770
O: 0.078 4.417 3.252  0.041
I: -2.602 3.212 3.306  0.817
C: 1.666 4.124 0.560  -0.037
C: 2.889 3.536 -0.181  -0.224
O: 3.212 4.433 -1.241  0.008
C: 4.154 3.507 0.688  -0.595
F: 5.177 3.105 -0.102  0.131
F: 4.073 2.679 1.719  0.170
F: 4.488 4.734 1.088  0.173
C: -0.114 3.576 -1.260  -0.392
P: -0.341 5.290 -1.934  0.769
O: 0.856 6.147 -1.953  -0.389
O: 0.745 2.855 -2.153  -0.218
S: 0.611 1.259 -1.901  0.690
O: 1.688 0.629 -2.592  -0.225
O: -0.658 0.870 -2.454  -0.264
H: 4.797 -0.703 1.216  0.074
H: 5.807 -0.758 -0.193  0.085
H: 4.931 -2.213 0.238  0.081
H: 3.860 0.478 -0.851  0.109
H: 3.928 -1.034 -1.702  0.125
H: 2.390 -0.239 2.244  0.138
H: -1.531 0.188 -0.229  0.134
H: -0.359 -0.992 -0.778  0.105
H: -0.986 0.637 2.660  0.050
H: -0.953 -0.797 4.694  0.113
H: -0.534 -3.192 4.478  0.109
H: -0.097 -4.181 2.272  0.111
H: -0.097 -2.785 0.304  0.062
H: -0.941 1.942 0.975  0.091
H: 0.588 1.975 1.791  0.128
H: -1.753 4.209 0.534  0.096
H: -0.515 5.412 0.843  0.120
H: 1.880 4.072 1.632  0.128
H: 1.623 5.186 0.310  0.129
H: 2.715 2.571 -0.662  0.132
H: 3.112 3.976 -2.081  0.103
H: -1.112 3.103 -1.332  0.135
H: -0.897 5.079 -3.219  0.035
H: -1.404 5.831 -1.171  0.028
C: 0.839 -2.574 -3.663  -0.097
C: 0.660 -4.084 -3.810  -0.253
C: -0.734 -4.564 -3.384  -0.175
C: -0.974 -4.242 -1.974  -0.165
N: -1.166 -3.963 -0.869  0.181
H: 0.745 -2.257 -2.623  0.058
H: 1.829 -2.274 -4.003  0.078
H: 0.100 -2.030 -4.254  0.085
H: 1.420 -4.594 -3.215  0.112
H: 0.824 -4.366 -4.851  0.108
H: -0.823 -5.642 -3.516  0.118
H: -1.505 -4.085 -3.989  0.123
C: -6.570 -3.610 1.318  -0.113
C: -5.543 -2.928 0.420  -0.262
C: -4.105 -3.370 0.713  -0.194
C: -3.736 -3.043 2.095  -0.209
N: -3.454 -2.786 3.184  0.184
H: -6.411 -3.360 2.368  0.070
H: -7.578 -3.288 1.055  0.070
H: -6.523 -4.696 1.213  0.076
H: -5.624 -1.846 0.542  0.111
H: -5.774 -3.152 -0.623  0.106
H: -3.408 -2.871 0.042  0.090
H: -3.997 -4.446 0.567  0.118